--- P ---
Formula: C15H41N11O24
Source: OMol25
Level of theory: ωB97M-V/def2-TZVPD

Computed properties:
E_LUMO = -0.5936 eV
Structure (SMILES) = C[N+](=O)[O-].C[N+](=O)[O-].C[N+](=O)[O-].C[N+](=O)[O-].C[N+](=O)[O-].C[N+](=O)[O-].C[N+](=O)[O-].C[N+](=O)[O-].C[N+](=O)[O-].C[N+](=O)[O-].C[N+](=O)[O-].CCOC(C)=O
HOMO = -0.3900 Eh
Gap between HOMO and LUMO = 10.02 eV
Total charge = 0

Cartesian coordinates (Å):
C 3.2549 0.2461 3.8275
N 1.9927 -0.2088 4.5356
O 1.2440 -0.9811 3.9245
O 1.7394 0.2034 5.6694
H 3.6950 -0.7277 3.6129
H 3.8066 0.9074 4.4956
H 2.9327 0.7484 2.9153
C -0.3804 -0.3610 0.9007
N 0.8133 -0.8850 0.2274
O 1.8728 -0.2571 0.3950
O 0.7004 -1.7907 -0.5898
H -0.3225 -0.4478 1.9857
H -1.2233 -0.9829 0.5995
H -0.6022 0.6464 0.5485
C -5.5866 -2.9779 -0.4998
N -4.1941 -3.2384 -0.0581
O -3.2984 -2.6345 -0.5910
O -4.0830 -4.0358 0.8996
H -5.5375 -2.1732 -1.2334
H -6.2723 -2.7398 0.3134
H -5.8974 -3.9221 -0.9469
C -0.0809 3.4241 5.0274
N 0.0396 2.8773 3.6088
O 0.9525 3.4045 2.9759
O -0.6162 1.8949 3.2701
H -0.5245 2.6777 5.6865
H -0.6854 4.3288 5.0921
H 0.9315 3.6157 5.3829
C 4.2821 -2.4234 -0.5302
N 4.3325 -2.2706 0.9528
O 3.3238 -2.5009 1.5908
O 5.4640 -2.1160 1.4485
H 4.5761 -3.4486 -0.7555
H 4.9416 -1.7265 -1.0473
H 3.2566 -2.3335 -0.8883
C 0.3986 -4.3589 -2.6816
N 0.1337 -5.6765 -3.3011
O 1.1055 -6.1471 -3.8916
O -1.0558 -6.0995 -3.2817
H -0.6103 -3.9473 -2.7122
H 1.0421 -3.8102 -3.3693
H 0.8808 -4.4723 -1.7106
C -0.6338 -4.0532 1.9592
N -1.6296 -3.4324 2.8499
O -1.9635 -4.0723 3.8479
O -1.9805 -2.2853 2.6281
H -1.1019 -4.8971 1.4524
H 0.1644 -4.3551 2.6373
H -0.2189 -3.2988 1.2907
C 1.5504 0.5663 -2.7666
N 1.2409 -0.1369 -4.0227
O 1.7466 0.2578 -5.0362
O 0.4381 -1.1006 -3.9400
H 1.9883 1.5381 -2.9943
H 2.2984 -0.1102 -2.3533
H 0.6269 0.5810 -2.1879
C -3.3569 0.4716 2.2703
N -4.8434 0.4324 2.2219
O -5.4132 1.5093 2.2037
O -5.3522 -0.6825 2.2412
H -3.0412 -0.0678 3.1633
H -3.0078 1.5004 2.3588
H -2.8889 0.0223 1.3945
C 5.0773 2.8944 -0.2474
N 4.6960 1.4229 -0.1311
O 4.5327 0.8202 -1.1750
O 4.4097 1.0001 1.0128
H 4.7369 3.4331 0.6370
H 4.5669 3.3522 -1.0948
H 6.1578 2.8423 -0.3815
C -2.8940 -0.5699 -2.9603
N -2.8838 0.3996 -1.8029
O -3.7699 0.2917 -0.9245
O -1.9330 1.2009 -1.6838
H -3.8152 -1.1218 -2.7729
H -2.0257 -1.2286 -2.9471
H -2.9248 0.0981 -3.8210
O 1.3777 4.0627 -2.0330
C 0.3933 4.4429 -1.4763
O -0.6645 5.1023 -2.0585
C -0.7922 5.2393 -3.4689
C -1.1385 3.9427 -4.1695
C 0.2478 4.1412 -0.0428
H 0.1114 5.5602 -3.9873
H -1.5699 6.0000 -3.5357
H -1.5022 4.0704 -5.1891
H -1.9499 3.4835 -3.6048
H -0.3687 3.1720 -4.1288
H 0.7611 3.2461 0.3086
H -0.8282 4.0605 0.1118
H 0.6275 4.9735 0.5498

***

--- Q ---
Formula: C15H41N11O24
Source: OMol25
Level of theory: ωB97M-V/def2-TZVPD

Computed properties:
E_LUMO = -1.7837 eV
HOMO = -0.3329 Eh
Gap between HOMO and LUMO = 7.27 eV
Total charge = 0

Cartesian coordinates (Å):
C 0.7402 -0.8741 -3.3333
N 1.4377 -1.1022 -2.0066
O 0.7388 -1.3526 -1.0472
O 2.6870 -1.1450 -2.0138
H 0.2353 -1.7861 -3.6517
H 1.4107 -0.3982 -4.0489
H 0.0247 -0.0901 -3.0854
C 2.9060 0.0542 -0.4262
N 3.9404 0.7952 0.3729
O 3.6457 1.5585 1.2636
O 5.1157 0.6331 0.0460
H 2.1862 0.7473 -0.8617
H 2.4098 -0.5908 0.2990
H 3.3938 -0.4859 -1.2376
C -4.2566 -0.0675 -2.1472
N -3.7363 1.0191 -1.2721
O -4.4549 1.9723 -1.0893
O -2.5927 0.8802 -0.8668
H -5.3282 0.0874 -2.2733
H -3.9834 -1.0604 -1.7898
H -3.7918 0.0683 -3.1238
C 0.8785 3.1071 -1.8429
N 0.6112 1.8557 -2.6648
O 0.8247 0.8161 -2.0176
O 0.1938 1.9351 -3.7777
H 1.8705 3.5337 -1.9918
H 0.6452 3.0285 -0.7811
H 0.1109 3.6686 -2.3753
C -3.0433 -1.6796 0.1825
N -4.3603 -1.3805 0.6474
O -4.6531 -1.7001 1.7869
O -5.1188 -0.7145 -0.0616
H -3.1693 -2.7473 0.0034
H -2.3511 -1.5409 1.0130
H -2.7561 -1.0582 -0.6658
C -3.9191 1.4826 1.5059
N -2.7441 2.1569 2.0220
O -1.6715 1.6337 1.8618
O -2.9665 3.2029 2.6816
H -3.6454 0.8850 0.6364
H -4.6846 2.2346 1.3146
H -4.2967 0.8266 2.2902
C 1.5618 2.8755 1.3241
N 2.3455 3.9986 0.8795
O 2.3190 5.0377 1.5129
O 2.9971 3.7126 -0.1489
H 1.8859 2.7955 2.3617
H 1.8174 1.9225 0.8608
H 0.4782 2.9912 1.3465
C -1.4200 -3.7458 -2.4587
N -1.6042 -2.2765 -2.4319
O -1.7445 -1.7263 -3.4826
O -1.4702 -1.7041 -1.3639
H -2.1224 -4.0939 -3.2161
H -1.7033 -4.2430 -1.5310
H -0.3835 -3.8356 -2.7839
C -1.0984 3.3989 0.1253
N -0.5407 4.7057 -0.3457
O -1.1971 5.3660 -1.1311
O 0.6246 4.9728 -0.0202
H -2.1420 3.4633 -0.1826
H -0.8695 3.1925 1.1708
H -0.6918 2.5766 -0.4635
C 0.2909 -2.7985 1.1437
N 0.4763 -2.2342 2.5145
O -0.0325 -1.1389 2.7507
O 1.0339 -2.9757 3.3130
H -0.6964 -2.4885 0.8013
H 0.3250 -3.8877 1.1685
H 1.1108 -2.3723 0.5657
C -1.0173 -0.2645 -0.0715
N 0.2552 0.3949 0.4042
O 0.3128 1.6290 0.3517
O 1.1885 -0.3336 0.7886
H -1.9142 0.2778 0.2280
H -0.9324 -1.2959 0.2704
H -1.0178 -0.1267 -1.1528
O 3.9930 -1.5068 3.6084
C 3.1773 -1.1995 2.7102
O 2.9460 -1.8460 1.5460
C 3.8503 -2.9144 1.1578
C 3.5196 -4.2009 1.8169
C 2.3608 0.0479 2.8141
H 4.9031 -2.6943 1.3348
H 3.6715 -3.1097 0.1005
H 4.0431 -5.0418 1.3620
H 2.4517 -4.4151 1.7727
H 3.7498 -4.2972 2.8779
H 1.3706 -0.2426 2.4633
H 2.7843 0.7232 2.0706
H 2.2711 0.5191 3.7929

***

Most stable to least stable, the ends of the list are P and Q.